1.
{"formula": "C27H64N2O23P5", "method": "wB97M-V/def2-TZVPD", "energy_ev": -125547.4464, "e_homo_ha": -0.4353, "total_charge": 1, "elements": ["C", "C", "C", "C", "C", "C", "C", "O", "O", "C", "C", "O", "C", "N", "C", "C", "N", "H", "H", "H", "H", "H", "H", "H", "H", "H", "H", "H", "H", "H", "H", "H", "H", "H", "H", "H", "C", "O", "P", "O", "O", "C", "O", "C", "H", "H", "H", "H", "H", "H", "H", "H", "H", "C", "O", "P", "O", "O", "C", "O", "C", "H", "H", "H", "H", "H", "H", "H", "H", "H", "C", "O", "P", "O", "O", "C", "O", "C", "H", "H", "H", "H", "H", "H", "H", "H", "H", "C", "O", "P", "O", "O", "C", "O", "C", "H", "H", "H", "H", "H", "H", "H", "H", "H", "C", "O", "P", "O", "O", "C", "O", "C", "H", "H", "H", "H", "H", "H", "H", "H", "H"], "xyz": [[-1.826529, 4.067242, -1.093913], [-2.179214, 2.492740, -0.793198], [-1.217579, 1.776671, 0.333991], [0.149362, 1.225622, -0.422107], [1.567225, 1.914932, 0.031494], [3.014545, 1.410279, -0.629968], [4.352588, 2.209497, -0.121447], [5.476278, 1.551150, 0.190285], [4.274001, 3.670179, 0.035326], [3.878682, 4.348560, -1.208760], [3.679257, 5.976741, -0.884284], [2.548555, 6.074736, 0.090359], [3.265093, 6.843583, -2.237189], [2.369350, 6.088573, -3.197966], [2.953682, 0.206114, -1.740841], [1.451970, -0.419564, -2.128656], [0.159842, 0.107087, -1.470925], [-1.669884, 4.731924, -0.143277], [-0.899349, 4.197510, -1.817692], [-2.757530, 4.516293, -1.685344], [-3.293618, 2.422579, -0.441288], [-2.030090, 1.900959, -1.792341], [-0.889618, 2.645995, 1.082898], [-1.748752, 0.966451, 0.990371], [1.530919, 2.786699, 0.841799], [2.851144, 3.998827, -1.658043], [4.766717, 4.175730, -1.979957], [4.676007, 6.446675, -0.464458], [1.769073, 5.626959, -0.352828], [4.287404, 7.213952, -2.729702], [2.719801, 7.849305, -1.897616], [1.380523, 6.032473, -2.833645], [2.400869, 6.474812, -4.170069], [3.947775, -0.169888, -2.231252], [1.350228, -1.280600, -2.937548], [-0.789574, -0.298522, -1.707667], [-7.657122, 0.315293, 1.826807], [-7.070907, 0.763493, 3.028262], [-5.460015, 0.791779, 3.087002], [-4.802787, 1.453399, 1.918905], [-5.055989, -0.754554, 3.301099], [-5.827637, -1.544533, 4.181081], [-5.150966, 1.466131, 4.515978], [-3.794600, 1.693128, 4.843493], [-8.618672, -0.148378, 2.060275], [-7.822697, 1.166930, 1.162308], [-7.025063, -0.425075, 1.326928], [-6.540565, -2.131258, 3.596132], [-6.369499, -0.937658, 4.911869], [-5.165137, -2.230234, 4.716650], [-3.164758, 1.758853, 3.952093], [-3.437628, 0.880403, 5.481246], [-3.720038, 2.634941, 5.393085], [-6.676736, -5.506168, 2.454357], [-5.487055, -4.977197, 1.913179], [-5.592870, -4.279751, 0.463491], [-6.702955, -3.288371, 0.325583], [-5.670755, -5.525389, -0.557558], [-4.852012, -6.651433, -0.321849], [-4.114950, -3.686609, 0.226501], [-3.898750, -2.944380, -0.957086], [-6.421005, -6.352453, 3.096603], [-7.176389, -4.740783, 3.053349], [-7.351156, -5.856939, 1.667186], [-5.445258, -7.421082, 0.178529], [-3.981534, -6.406446, 0.293141], [-4.504363, -7.045050, -1.281085], [-4.829107, -2.529744, -1.354739], [-3.439125, -3.591434, -1.708582], [-3.217171, -2.119690, -0.733576], [6.661008, -2.137035, -0.898866], [6.782302, -3.038076, -1.976566], [5.630150, -4.155982, -2.125077], [4.233469, -3.628404, -2.053792], [5.999421, -5.241509, -0.991282], [7.355180, -5.580069, -0.788383], [6.008774, -4.900860, -3.501315], [5.131202, -5.914243, -3.950143], [7.662096, -1.824522, -0.591887], [6.095001, -1.259074, -1.219927], [6.163580, -2.603835, -0.043188], [7.736814, -5.013874, 0.065115], [7.968845, -5.368546, -1.668517], [7.424640, -6.647383, -0.560470], [4.124627, -5.793685, -3.540402], [5.528126, -6.889587, -3.657166], [5.071450, -5.867958, -5.040514], [0.551204, -6.558620, 0.435614], [0.672498, -7.459661, -0.642086], [-0.479655, -8.577567, -0.790597], [-1.876337, -8.049989, -0.719313], [-0.110384, -9.663094, 0.343197], [1.245375, -10.001654, 0.546097], [-0.101031, -9.322445, -2.166836], [-0.978602, -10.335828, -2.615664], [1.552291, -6.246108, 0.742592], [-0.014805, -5.680659, 0.114552], [0.053776, -7.025420, 1.291291], [1.627008, -9.435460, 1.399594], [1.859041, -9.790131, -0.334038], [1.314835, -11.068968, 0.774009], [-1.985178, -10.215270, -2.205923], [-0.581679, -11.311172, -2.322687], [-1.038355, -10.289543, -3.706035], [3.630248, 9.325695, 1.263537], [3.099477, 10.631860, 1.247961], [1.564523, 10.800361, 1.711365], [1.221951, 10.124057, 2.999541], [0.719800, 10.289547, 0.436324], [1.158718, 10.644511, -0.857981], [1.344217, 12.395206, 1.698344], [0.086881, 12.877307, 2.128701], [4.396854, 9.252065, 0.488314], [4.086109, 9.129241, 2.237116], [2.856580, 8.578711, 1.061116], [1.720189, 9.808255, -1.282369], [1.789151, 11.538062, -0.848634], [0.286330, 10.837165, -1.488656], [-0.422385, 12.163441, 2.781893], [-0.538431, 13.080752, 1.255618], [0.239214, 13.807971, 2.681223]], "atomic_forces_ev_per_a": [[-0.5, 0.2, -0.8], [0.0, 0.0, 0.0], [0.7, 0.9, -0.5], [3.6, -0.1, 0.3], [0.0, -2.9, -2.8], [-4.3, -0.9, -0.8], [5.2, -1.8, 1.3], [-7.7, 4.2, -2.1], [-0.6, -3.8, -1.3], [0.2, 1.7, -1.4], [-0.7, -0.5, -0.8], [0.8, -0.8, -1.8], [0.6, 1.1, 0.4], [0.2, 0.4, 0.6], [-3.8, 1.7, 2.1], [1.2, 2.6, 2.2], [3.7, 2.0, 1.4], [-0.3, -1.5, -1.7], [-1.8, -0.4, 1.6], [2.1, -0.9, 1.3], [2.2, 0.0, -0.6], [-0.6, 1.1, 1.8], [-0.4, -2.1, -1.6], [1.0, 1.3, -1.6], [0.1, -2.2, -2.0], [2.1, 0.3, 0.9], [-2.1, 0.5, 1.4], [-2.3, -1.0, -0.4], [1.3, 0.8, 0.7], [-2.4, -1.1, 0.7], [1.3, -2.2, -0.2], [1.6, 0.5, -0.8], [-0.2, -0.4, 1.5], [-2.4, 0.6, 0.9], [0.1, 2.1, 2.0], [1.7, 0.5, 0.2], [-0.4, -0.3, -1.0], [1.7, 0.6, 1.4], [-0.2, 0.3, -0.6], [-0.4, -1.1, 1.4], [0.5, 1.3, -0.9], [-0.5, -0.6, 0.6], [-1.3, -0.3, -1.2], [0.8, 0.1, 0.3], [0.2, 0.1, 0.1], [0.1, -0.1, 0.0], [-0.1, 0.0, 0.0], [0.0, 0.1, 0.1], [0.1, -0.1, -0.1], [0.0, 0.2, -0.2], [-0.1, 0.0, 0.0], [0.0, 0.1, -0.1], [-0.1, -0.2, -0.1], [-0.8, -0.3, 0.4], [1.3, 1.0, -1.2], [-1.1, 0.3, -0.1], [1.5, -1.4, -0.1], [-0.7, 1.7, 0.4], [0.6, -0.9, 0.1], [-0.7, -0.6, 1.1], [0.1, 0.2, -0.6], [0.1, 0.2, -0.1], [-0.1, -0.1, -0.1], [0.0, 0.1, 0.1], [0.1, 0.0, 0.0], [-0.1, -0.1, -0.1], [-0.1, 0.2, 0.2], [0.1, 0.0, 0.1], [-0.1, 0.0, 0.0], [-0.1, -0.1, 0.1], [-0.1, 0.6, 0.7], [-0.5, -1.5, -1.2], [-0.6, 0.2, -0.1], [1.7, -0.8, 0.2], [-1.3, 0.9, -0.6], [0.9, -0.3, 0.2], [0.5, 1.6, 1.1], [-0.6, -0.8, -0.3], [-0.1, -0.1, -0.2], [0.0, -0.1, 0.2], [0.0, 0.1, 0.0], [0.1, -0.1, -0.1], [-0.1, 0.0, 0.1], [-0.1, 0.2, 0.0], [0.1, 0.0, 0.0], [-0.1, 0.1, 0.0], [0.1, 0.1, 0.2], [-0.1, 0.6, 0.7], [-0.4, -1.4, -1.2], [-0.9, 0.3, 0.0], [1.9, -0.9, 0.2], [-1.2, 0.8, -0.6], [0.8, -0.3, 0.2], [0.5, 1.5, 1.1], [-0.6, -0.8, -0.3], [-0.1, -0.1, -0.2], [0.0, -0.1, 0.1], [0.0, 0.1, -0.1], [0.1, 0.0, -0.1], [-0.1, 0.0, 0.1], [-0.1, 0.2, 0.0], [0.1, 0.0, 0.0], [-0.1, 0.1, 0.0], [0.1, 0.1, 0.2], [0.3, -0.9, 0.1], [-1.3, 1.4, 0.1], [-0.1, -0.4, 1.4], [0.2, 0.8, -2.2], [0.0, -0.2, 1.2], [0.1, 0.2, -0.7], [1.4, -1.3, -0.3], [-0.9, 0.4, 0.3], [-0.1, 0.2, 0.1], [-0.1, -0.1, -0.1], [0.1, 0.0, 0.1], [0.0, 0.1, 0.0], [-0.1, -0.1, 0.0], [0.1, -0.1, 0.2], [0.1, 0.0, 0.0], [0.0, 0.0, 0.1], [0.1, -0.2, -0.1]], "lowdin_charge": [-0.1359, -0.2372, -0.1369, -0.0547, 0.0962, 0.0140, -0.2394, 0.0369, -0.0817, -0.1297, -0.2504, -0.1035, -0.2111, -0.0426, 0.0853, 0.0796, 0.0621, 0.0854, 0.0708, 0.0967, 0.1177, 0.1012, 0.1296, 0.1298, 0.1394, 0.1207, 0.1632, 0.1649, 0.0926, 0.1391, 0.1099, 0.0756, 0.0826, 0.1181, 0.1466, 0.1552, -0.1045, -0.2223, 0.4402, -0.2630, -0.2249, -0.1040, -0.2136, -0.1087, 0.0987, 0.0941, 0.0811, 0.0850, 0.0919, 0.0967, 0.0736, 0.0930, 0.0957, -0.1103, -0.2319, 0.4388, -0.2471, -0.2194, -0.1143, -0.2189, -0.1133, 0.0967, 0.0850, 0.0946, 0.0939, 0.0803, 0.0900, 0.0890, 0.0915, 0.0741, -0.1083, -0.2249, 0.4360, -0.2682, -0.2223, -0.1077, -0.2172, -0.1055, 0.1005, 0.0711, 0.0945, 0.0925, 0.0917, 0.0964, 0.0844, 0.0938, 0.0948, -0.1127, -0.2288, 0.4429, -0.2399, -0.2185, -0.1105, -0.2198, -0.1065, 0.0941, 0.0889, 0.0923, 0.0912, 0.0891, 0.0959, 0.0862, 0.0929, 0.0939, -0.1145, -0.2240, 0.4393, -0.2405, -0.2209, -0.1092, -0.2186, -0.1080, 0.0901, 0.0986, 0.0730, 0.0640, 0.0932, 0.0952, 0.0870, 0.0905, 0.0946]}

2.
{"formula": "C18H33Cl7N6", "method": "wB97M-V/def2-TZVPD", "energy_ev": -115792.6825, "e_homo_ha": 0.1236, "total_charge": -4, "elements": ["C", "C", "N", "C", "C", "N", "C", "C", "H", "H", "H", "H", "H", "H", "H", "H", "H", "H", "H", "C", "C", "N", "C", "C", "N", "C", "C", "H", "H", "H", "H", "H", "H", "H", "H", "H", "H", "H", "C", "C", "N", "C", "C", "N", "C", "C", "H", "H", "H", "H", "H", "H", "H", "H", "H", "H", "H", "Cl", "Cl", "Cl", "Cl", "Cl", "Cl", "Cl"], "xyz": [[-6.275836, 0.020029, -2.029588], [-5.860655, 0.734736, -0.702556], [-4.959569, 1.809162, -1.029223], [-5.315169, 3.101484, -1.382580], [-4.190370, 3.712635, -1.873870], [-3.164519, 2.785050, -1.868899], [-3.666397, 1.675346, -1.329467], [-1.777903, 2.817172, -2.357454], [-5.332654, -0.399281, -2.395597], [-6.602160, 0.782516, -2.744399], [-7.153731, -0.619535, -1.964290], [-5.380906, 0.063973, 0.008700], [-6.744442, 1.115244, -0.186330], [-6.372162, 3.308487, -1.363798], [-4.103346, 4.706020, -2.279423], [-3.035199, 0.870887, -0.967090], [-1.430035, 1.955272, -2.922934], [-1.086133, 3.027533, -1.542439], [-1.739894, 3.712796, -2.977788], [0.597322, -0.145268, -2.214648], [1.321254, -0.781552, -1.006057], [2.661641, -1.263595, -1.293795], [3.742513, -0.581208, -1.764624], [4.763215, -1.435442, -2.066845], [4.191608, -2.700129, -1.930371], [2.947390, -2.558321, -1.401115], [4.899621, -3.976646, -2.058967], [1.083524, 0.800874, -2.482403], [-0.456586, 0.102807, -2.310940], [0.896681, -0.624109, -3.152070], [0.655895, -1.572177, -0.653343], [1.419308, -0.039798, -0.209778], [3.536537, 0.456195, -1.980428], [5.778642, -1.325295, -2.398018], [2.294934, -3.328574, -1.017734], [4.290461, -4.576916, -2.738859], [4.756104, -4.462329, -1.088520], [5.967635, -3.834513, -2.177566], [-1.684346, 1.086733, 5.938961], [-0.225978, 0.675085, 6.047048], [0.314228, 0.196796, 4.777835], [-0.181583, -0.909814, 4.078554], [0.706976, -1.059690, 3.051706], [1.777078, -0.211360, 3.177963], [1.487194, 0.581650, 4.218800], [2.896919, -0.079714, 2.237526], [-2.363563, 0.234093, 5.990403], [-1.952180, 1.539403, 4.984670], [-1.882727, 1.747655, 6.782115], [-0.102722, -0.096255, 6.808790], [0.389979, 1.501360, 6.401700], [-1.156824, -1.345599, 4.203514], [0.777541, -1.670139, 2.167825], [2.039869, 1.443197, 4.554894], [2.672476, 0.648447, 1.459133], [3.155565, -1.060556, 1.842328], [3.762104, 0.193976, 2.839922], [-0.440818, -3.874090, 0.361755], [3.838845, -5.507539, -5.426707], [7.492554, -2.119190, -0.091633], [1.489255, 3.350660, -3.489446], [4.515286, 0.603055, -4.754738], [-2.891781, -1.537124, -2.186639], [4.410041, 2.335459, -0.121157]], "atomic_forces_ev_per_a": [[0.5, 1.2, 0.4], [-1.2, -1.1, -0.4], [0.9, 1.2, -0.4], [0.2, -0.6, -0.2], [-0.6, -0.1, -0.4], [-1.4, -1.3, 0.8], [0.9, -0.5, 0.9], [0.7, 2.0, -0.1], [-0.3, -0.8, -0.2], [0.2, 0.3, 0.0], [0.5, -0.6, 0.4], [0.2, -0.2, -0.3], [0.1, 0.5, 0.0], [0.2, 0.7, 0.0], [0.2, -0.1, 0.0], [-0.2, -0.6, -0.8], [-0.5, -0.1, 0.1], [0.0, -0.3, 0.0], [0.4, -0.2, -0.3], [2.2, 1.3, -1.7], [-1.7, 0.8, -0.1], [0.1, -1.5, -0.8], [0.0, 2.0, -0.4], [-1.8, -0.8, -0.2], [-0.3, 1.0, 1.5], [0.9, -0.9, -0.4], [-1.6, -0.3, 1.2], [0.1, 0.4, 0.6], [-0.2, -0.9, 1.0], [-0.4, -0.8, 0.2], [0.6, -0.5, 0.2], [0.0, 0.1, 0.0], [1.0, 0.2, 0.2], [-0.2, 0.3, -0.1], [0.0, -0.2, -0.3], [1.0, 0.0, -0.7], [0.4, -0.1, 0.1], [-0.2, 0.1, -0.6], [-0.3, -0.3, 0.0], [0.2, 0.1, -0.2], [0.5, -0.5, 0.0], [1.1, 1.2, -1.1], [0.6, -1.0, -0.8], [-1.8, 1.0, 1.5], [-0.3, -0.4, 0.0], [0.8, -0.2, 0.4], [0.1, -0.1, 0.3], [0.4, 0.4, 0.1], [-0.3, 0.1, -0.2], [0.0, -0.2, -0.1], [0.0, 0.1, -0.3], [0.1, 0.0, 0.2], [-0.8, -0.8, -0.1], [0.2, -0.1, 0.0], [0.3, 0.1, -0.1], [-0.4, 0.0, -0.3], [0.0, 0.5, -0.3], [0.2, 0.1, 0.7], [0.0, -0.4, -0.1], [0.2, -0.3, 0.2], [-0.9, 0.4, 0.1], [0.2, 0.0, -0.4], [-0.8, 0.7, 0.2], [-0.3, 0.1, 0.9]], "nbo_charge": [-0.6402, -0.2090, -0.3184, -0.0992, -0.0442, -0.2874, 0.2935, -0.4398, 0.3030, 0.1811, 0.2040, 0.2415, 0.1805, 0.2169, 0.2312, 0.3029, 0.2979, 0.2585, 0.2324, -0.6817, -0.2280, -0.3085, -0.0188, 0.0157, -0.2762, 0.1915, -0.4149, 0.2683, 0.2160, 0.2445, 0.2599, 0.1694, 0.2965, 0.2752, 0.2409, 0.2606, 0.1817, 0.2501, -0.6253, -0.2006, -0.3161, -0.0985, 0.0022, -0.2551, 0.2379, -0.4355, 0.2127, 0.2345, 0.2107, 0.2024, 0.2074, 0.2468, 0.3100, 0.2299, 0.3028, 0.2592, 0.2286, -0.9737, -0.9937, -0.9892, -0.9651, -0.9890, -0.9283, -0.9625]}